Entry 1:
60
Properties=species:S:1:pos:R:3:lowdin_charge:R:1 method="wB97M-V/def2-TZVPD" smiles=CC(C)O.CC(C)O.CC(C)O.CC(C)O.CO.CO relative_energy_kcal_mol=132.09 energy_ha=-1008.6357 orbital_gap_ev=9.3
C -0.377 0.501 3.545 -0.004
C 0.173 1.887 4.078 -0.593
C 1.083 2.537 2.990 -0.021
O -0.695 2.693 4.413 0.049
H -1.030 0.617 2.722 0.033
H -1.014 0.130 4.316 0.073
H 0.324 -0.236 3.268 0.047
H 0.855 1.665 4.940 0.145
H 0.538 2.887 2.123 0.066
H 1.733 1.736 2.642 0.044
H 1.753 3.305 3.306 0.066
H -1.540 2.325 4.232 0.069
C -3.016 -0.947 -0.585 -0.037
C -3.197 -1.399 -2.029 -0.593
C -3.180 -0.215 -3.039 -0.011
O -2.382 -2.306 -2.375 0.007
H -3.698 -0.152 -0.260 0.077
H -1.984 -0.740 -0.261 0.063
H -3.207 -1.780 0.118 0.093
H -4.147 -1.902 -2.119 0.136
H -3.310 -0.559 -4.031 0.063
H -2.238 0.319 -2.921 0.065
H -4.014 0.440 -2.731 0.091
H -2.772 -2.880 -3.032 0.138
C 3.708 0.801 0.128 -0.026
C 3.516 -0.109 1.342 -0.650
C 2.284 -0.944 1.150 -0.039
O 4.473 -0.875 1.599 0.038
H 4.594 1.386 0.148 0.060
H 2.865 1.487 -0.086 0.081
H 3.886 0.179 -0.742 0.070
H 3.398 0.517 2.253 0.140
H 2.021 -1.416 2.064 0.073
H 2.407 -1.641 0.367 0.050
H 1.349 -0.468 0.881 0.065
H 4.310 -1.594 0.961 0.122
C 1.547 -1.073 -3.827 -0.029
C 0.968 -2.123 -2.813 -0.649
C 2.150 -2.924 -2.259 -0.036
O 0.328 -1.622 -1.910 0.001
H 2.028 -1.529 -4.718 0.081
H 2.282 -0.447 -3.297 0.079
H 0.722 -0.452 -4.241 0.083
H 0.300 -2.792 -3.363 0.143
H 2.770 -3.347 -3.063 0.081
H 1.770 -3.795 -1.644 0.103
H 2.809 -2.278 -1.696 0.054
H -0.620 -1.775 -2.037 0.099
C -0.436 1.359 -0.770 -0.163
O 0.734 0.972 -1.492 -0.136
H -1.351 1.042 -1.256 0.039
H -0.571 2.398 -0.431 0.081
H -0.414 0.781 0.165 0.054
H 0.591 0.001 -1.613 0.027
C -2.950 2.081 1.528 -0.147
O -3.297 2.228 2.907 -0.124
H -3.795 2.349 0.906 0.079
H -2.718 1.040 1.288 0.046
H -2.130 2.773 1.284 0.086
H -4.208 1.879 2.985 0.099



Entry 2:
66
Properties=species:S:1:pos:R:3:lowdin_charge:R:1 method="wB97M-V/def2-TZVPD" charge=+1 energy_ha=-1549.0228 orbital_gap_ev=7.9
C -0.425 -2.487 -1.560 -0.068
C -1.291 -3.707 -1.233 -0.223
N -2.698 -3.403 -0.967 -0.076
N -3.366 -2.888 -2.115 -0.114
P -4.884 -1.950 -1.572 0.864
N -5.801 -3.321 -1.397 -0.142
O -5.208 -1.422 -3.063 -0.255
H 0.392 -2.802 -2.212 0.091
H 0.033 -2.067 -0.667 0.056
H -0.961 -1.711 -2.113 0.051
H -1.242 -4.451 -2.031 0.118
H -0.917 -4.193 -0.333 0.126
H -2.841 -2.777 -0.181 0.099
H -3.649 -3.678 -2.701 0.151
H -2.775 -2.279 -2.697 0.130
H -6.585 -3.152 -0.777 0.055
H -6.117 -3.752 -2.262 0.069
H -5.498 -0.508 -3.018 0.063
C 1.172 -1.586 6.486 -0.112
O 0.834 -0.268 6.103 -0.193
C 1.810 0.388 5.305 -0.214
C 1.299 0.606 3.899 -0.210
N 1.171 -0.657 3.182 -0.043
C 0.471 -0.564 1.912 -0.209
C -0.992 -0.135 1.900 -0.231
O -1.881 -1.076 2.473 -0.197
C -2.035 -0.992 3.883 -0.086
H 0.434 -1.909 7.218 0.090
H 1.152 -2.284 5.640 0.078
H 2.163 -1.625 6.948 0.090
H 2.749 -0.172 5.298 0.125
H 2.003 1.364 5.759 0.125
H 2.000 1.251 3.360 0.125
H 0.344 1.143 3.979 0.109
H 0.689 -1.320 3.776 0.074
H 0.515 -1.558 1.454 0.104
H 1.033 0.113 1.257 0.113
H -1.294 -0.057 0.849 0.100
H -1.141 0.858 2.338 0.116
H -1.936 0.037 4.235 0.093
H -1.314 -1.621 4.410 0.076
H -3.035 -1.351 4.124 0.089
C 3.420 4.371 -4.432 -0.112
O 3.853 3.418 -3.480 -0.194
C 3.705 3.821 -2.126 -0.214
C 2.650 2.993 -1.428 -0.214
N 1.319 3.290 -1.941 -0.045
C 0.276 2.382 -1.491 -0.199
C 0.381 0.914 -1.890 -0.251
O 0.204 0.657 -3.270 -0.192
C 1.367 0.798 -4.073 -0.085
H 3.736 4.016 -5.411 0.090
H 2.330 4.487 -4.438 0.079
H 3.875 5.348 -4.250 0.090
H 3.472 4.887 -2.059 0.125
H 4.664 3.653 -1.628 0.124
H 2.675 3.214 -0.356 0.124
H 2.928 1.937 -1.559 0.107
H 1.348 3.284 -2.952 0.073
H -0.673 2.759 -1.880 0.122
H 0.216 2.437 -0.398 0.114
H -0.441 0.388 -1.393 0.086
H 1.307 0.446 -1.531 0.112
H 2.271 0.530 -3.520 0.092
H 1.474 1.813 -4.460 0.076
H 1.262 0.124 -4.923 0.088



Entry 3:
67
Properties=species:S:1:pos:R:3:lowdin_charge:R:1 method="wB97M-V/def2-TZVPD" relative_energy_kcal_mol=319.25 energy_ha=-1317.0370 orbital_gap_ev=8.3
C -1.494 -3.018 -1.422 -0.762
O -2.322 -3.921 -1.500 0.024
N -1.534 -1.932 -2.185 0.122
N -0.515 -2.890 -0.600 0.109
H -2.357 -1.916 -2.769 0.114
H -0.867 -1.174 -2.191 0.013
H 0.058 -2.059 -0.546 -0.001
H -0.293 -3.669 0.002 0.125
C 0.304 0.206 -0.986 -0.626
O 0.060 -0.941 -1.324 -0.117
N -0.528 1.137 -0.603 0.134
N 1.482 0.699 -1.032 0.178
H -0.233 2.083 -0.408 -0.129
H -1.473 0.998 -0.275 0.073
H 1.613 1.667 -0.775 0.069
H 2.191 0.045 -1.330 0.113
C 1.295 1.765 1.192 -0.050
C 0.219 2.766 0.813 -0.362
C 0.257 4.061 1.651 -0.149
O -0.788 4.943 1.189 -0.197
C -1.111 6.100 1.914 -0.098
N 0.502 2.981 -0.596 0.052
H 1.628 1.669 2.226 0.100
H 2.264 2.080 0.804 0.093
H 1.048 0.804 0.741 0.069
H -0.772 2.358 1.014 0.160
H 1.273 4.452 1.720 0.128
H 0.071 3.825 2.698 0.126
H -0.260 6.778 1.979 0.089
H -1.342 5.764 2.925 0.085
H -2.016 6.565 1.524 0.095
H 1.446 3.317 -0.720 0.141
H -0.075 3.808 -0.650 0.136
C -3.129 0.705 -1.449 -0.048
C -3.648 -0.693 -0.892 -0.323
C -2.723 -1.138 0.308 -0.162
O -2.485 -0.111 1.291 -0.185
C -1.529 -0.443 2.218 -0.138
N -5.107 -0.821 -0.602 0.035
H -3.831 1.044 -2.210 0.072
H -2.158 0.699 -1.943 0.060
H -3.150 1.557 -0.769 0.073
H -3.439 -1.469 -1.628 0.086
H -1.807 -1.488 -0.169 0.065
H -3.051 -2.092 0.721 0.132
H -0.530 -0.638 1.830 0.076
H -1.847 -1.319 2.783 0.095
H -1.391 0.410 2.883 0.090
H -5.426 -1.542 -1.234 0.059
H -5.309 -1.281 0.274 0.057
C 1.829 -2.333 -1.641 -0.067
C 2.882 -3.209 -0.967 -0.400
C 3.636 -2.632 0.302 -0.177
O 4.262 -1.382 0.033 -0.199
C 4.657 -0.724 1.277 -0.084
N 2.219 -4.428 -0.604 0.040
H 1.178 -2.119 -0.793 0.052
H 1.330 -2.797 -2.491 0.117
H 2.318 -1.448 -2.049 0.080
H 3.542 -3.332 -1.825 0.134
H 4.367 -3.361 0.651 0.118
H 2.961 -2.508 1.148 0.114
H 5.332 -1.290 1.919 0.089
H 3.818 -0.259 1.797 0.071
H 5.191 0.131 0.862 0.082
H 1.410 -4.165 -0.060 0.045
H 1.892 -4.874 -1.449 0.084